{"formula": "C26H25N5O2", "method": "the ωB97M-V functional and the def2-TZVPD basis", "elements": ["O", "N", "O", "C", "C", "C", "C", "C", "C", "H", "H", "H", "H", "H", "C", "C", "C", "N", "C", "C", "H", "H", "H", "H", "H", "C", "C", "C", "N", "C", "C", "H", "H", "H", "H", "H", "C", "C", "C", "N", "C", "C", "H", "H", "H", "H", "H", "C", "C", "C", "N", "C", "C", "H", "H", "H", "H", "H"], "coordinates": [[-1.071806, 0.493987, 1.034176], [-1.797433, -0.070312, 0.244481], [-2.320667, -1.136679, 0.458286], [-2.125623, 0.640817, -0.997977], [-1.556318, 1.886956, -1.199931], [-1.916121, 2.577984, -2.358276], [-2.819870, 2.011221, -3.242597], [-3.365117, 0.753488, -2.993681], [-3.110179, 0.080347, -1.822208], [-0.916209, 2.359877, -0.472748], [-1.583713, 3.605294, -2.421454], [-3.034267, 2.571911, -4.143381], [-4.038743, 0.303467, -3.712043], [-3.481812, -0.927804, -1.730095], [-3.238644, -5.444644, -2.489689], [-2.440525, -6.558919, -2.770633], [-1.078852, -6.333889, -2.758607], [-0.482414, -5.178463, -2.439674], [-1.272230, -4.113012, -2.380667], [-2.660867, -4.206277, -2.287178], [-4.311025, -5.501412, -2.648552], [-2.772086, -7.574726, -2.923834], [-0.382854, -7.168139, -2.811036], [-0.876646, -3.164133, -2.018799], [-3.339274, -3.369860, -2.194387], [-1.355092, 1.908913, 3.835407], [-1.643434, 0.864587, 4.711859], [-0.925054, 0.667483, 5.866594], [0.068853, 1.503546, 6.186331], [0.406760, 2.478170, 5.372406], [-0.259949, 2.694429, 4.152971], [-1.967515, 1.927588, 2.947319], [-2.372449, 0.135058, 4.373221], [-1.057824, -0.156153, 6.554655], [1.234737, 3.097484, 5.699194], [0.112936, 3.525846, 3.565946], [3.018736, 3.540589, -1.235021], [3.520344, 4.657018, -1.871149], [3.216555, 4.899059, -3.221807], [2.418088, 4.118568, -3.947083], [1.867570, 3.091304, -3.292798], [2.168127, 2.730507, -1.984113], [3.173467, 3.276583, -0.197846], [4.202341, 5.360031, -1.410546], [3.628916, 5.808131, -3.638507], [1.320827, 2.385483, -3.908225], [1.708974, 1.854331, -1.546527], [2.486764, -0.979421, 3.056305], [3.845540, -1.263893, 3.141432], [4.476220, -1.873454, 2.078556], [3.815833, -2.189043, 0.943626], [2.495867, -2.053198, 0.966984], [1.749715, -1.471811, 1.993296], [1.988769, -0.389764, 3.817326], [4.341149, -0.939885, 4.047981], [5.540341, -2.066526, 2.105742], [2.065336, -2.440573, 0.045686], [0.701846, -1.238067, 1.871291]], "forces_ev_per_a": [[0.55, 0.17, 0.20], [-0.30, 0.38, 0.25], [-0.16, -0.61, -0.19], [-0.60, -0.22, 0.33], [-0.50, -0.02, -0.57], [-0.31, -0.10, 0.99], [0.49, 0.23, -0.19], [-0.53, 0.46, -0.46], [1.52, 0.06, -0.54], [0.13, -0.27, 0.09], [0.15, -0.08, -0.52], [-0.28, -0.20, -0.05], [-0.01, 0.10, -0.03], [-0.07, 0.09, 0.60], [-0.45, -0.60, -1.15], [0.33, 0.84, 0.28], [0.90, -0.47, 1.15], [-0.25, 0.41, -1.25], [-0.69, 0.35, 2.34], [-0.20, -0.66, -1.07], [-0.04, -0.15, 0.59], [-0.43, 0.14, -0.14], [-0.15, -0.03, -0.30], [0.60, -0.08, -0.63], [0.37, 0.29, 0.20], [0.52, -0.62, 0.68], [-0.56, -0.74, -0.63], [0.75, 0.80, -0.21], [0.30, -0.52, 1.01], [-0.74, -0.25, -0.73], [0.26, 0.78, 0.37], [0.31, 0.57, -0.23], [-0.18, 0.08, 0.36], [-0.32, -0.07, -0.10], [-0.01, 0.09, -0.19], [-0.30, -0.12, -0.32], [-0.75, -0.27, -0.34], [0.42, 0.34, -0.55], [-0.23, -0.26, 1.07], [-0.07, 0.41, 0.40], [0.90, -0.86, -0.35], [-0.23, 0.45, 0.03], [0.39, 0.23, 0.02], [-0.08, -0.10, 0.29], [-0.02, -0.12, -0.52], [-0.40, 0.21, 0.02], [0.03, -0.06, -0.05], [-0.46, -0.24, 0.04], [-0.43, 0.45, 0.48], [-0.40, 0.19, -0.57], [0.55, -0.30, 1.22], [-0.06, -0.27, -0.81], [0.79, 0.53, -0.47], [0.08, -0.12, 0.15], [0.41, -0.14, -0.19], [0.06, -0.02, -0.12], [-0.51, 0.25, 0.19], [-0.09, -0.26, 0.08]], "lowdin_charge": [0.050, -0.351, 0.084, -0.137, -0.003, -0.063, -0.063, -0.068, 0.002, 0.116, 0.112, 0.110, 0.111, 0.105, -0.084, -0.066, -0.164, 0.060, -0.155, -0.077, 0.104, 0.100, 0.103, 0.099, 0.087, -0.082, -0.082, -0.148, 0.038, -0.165, -0.066, 0.091, 0.104, 0.102, 0.101, 0.096, -0.075, -0.077, -0.152, 0.055, -0.165, -0.079, 0.106, 0.098, 0.099, 0.101, 0.095, -0.081, -0.083, -0.149, 0.048, -0.164, -0.058, 0.100, 0.100, 0.099, 0.100, 0.082], "smiles": "O=[N+]([O-])c1ccccc1.c1ccncc1.c1ccncc1.c1ccncc1.c1ccncc1", "de_lowest_kcal_mol": 0.0, "energy_ev": -38908.393, "gap_ev": 8.64, "fmax_ev_per_a": 2.47}

=====

{"formula": "C18H15Br2NO5OsSTe", "method": "the ωB97M-V functional and the def2-TZVPD basis", "elements": ["Os", "Br", "C", "C", "C", "Br", "C", "C", "C", "C", "N", "C", "C", "O", "H", "H", "H", "H", "O", "S", "O", "O", "O", "C", "C", "C", "C", "C", "C", "Te", "C", "C", "C", "H", "H", "H", "H", "H", "H", "H", "H", "H", "H", "H"], "coordinates": [[-0.141744, -0.913634, -2.831698], [-1.480023, -4.621984, 0.381520], [-1.834978, -2.779453, 0.475800], [-2.595495, -2.264174, 1.543804], [-2.850108, -0.926779, 1.653818], [-3.895235, -0.297826, 3.097700], [-2.344517, -0.012483, 0.696247], [-2.529752, 1.387535, 0.687172], [-1.983122, 2.131668, -0.320326], [-1.229588, 1.505548, -1.325994], [-1.018789, 0.208584, -1.327696], [-1.584016, -0.555307, -0.348674], [-1.338351, -1.942755, -0.494966], [-0.617561, -2.331704, -1.532875], [-2.982902, -2.951204, 2.283084], [-3.114083, 1.853667, 1.468485], [-2.122119, 3.202284, -0.363073], [-0.795635, 2.068089, -2.140154], [-1.948972, -1.852844, -3.977798], [-1.046531, -1.289497, -5.021914], [-1.464554, -1.265295, -6.371277], [0.308793, -1.888827, -4.702402], [-0.791123, 0.152084, -4.346232], [1.651416, 1.884601, 3.734236], [1.760440, 1.236916, 2.381737], [1.878359, -0.140648, 2.248742], [1.983817, -0.745600, 1.000768], [2.061731, -2.249298, 0.910851], [1.974662, 0.060122, -0.140894], [2.152964, -0.904044, -2.027817], [1.855221, 1.447705, -0.041101], [1.903312, 2.370393, -1.232243], [1.745522, 2.008934, 1.226754], [1.608098, 1.139077, 4.526786], [0.755158, 2.503249, 3.800144], [2.509319, 2.531491, 3.925229], [1.871628, -0.764936, 3.135337], [1.889310, -2.702526, 1.885886], [3.043488, -2.579554, 0.561455], [1.312548, -2.651962, 0.222772], [1.511107, 1.911849, -2.138325], [2.936590, 2.656711, -1.444843], [1.345899, 3.284675, -1.029130], [1.649817, 3.087151, 1.311103]], "forces_ev_per_a": [[-0.34, -1.07, 0.69], [-0.01, 0.01, 0.00], [0.00, 0.00, -0.03], [0.00, 0.00, 0.02], [0.00, 0.00, -0.03], [0.00, 0.01, 0.02], [0.06, 0.00, 0.05], [0.00, -0.01, -0.02], [0.00, 0.00, 0.01], [0.04, 0.03, 0.00], [-0.18, 0.07, -0.13], [0.09, -0.11, 0.01], [0.11, 0.16, 0.19], [-0.36, -0.05, -0.22], [0.00, 0.00, 0.00], [0.01, 0.00, 0.01], [0.00, 0.00, 0.00], [-0.02, -0.01, -0.03], [0.05, 0.31, -0.32], [-0.05, 0.04, 0.06], [0.02, 0.04, 0.03], [-0.17, 0.08, 0.01], [0.00, -0.17, -0.32], [-0.01, -0.01, 0.00], [-0.01, -0.04, -0.03], [-0.05, 0.05, -0.01], [-0.16, -0.11, 0.02], [0.01, 0.01, 0.00], [0.09, -0.18, -0.04], [0.68, 0.75, -0.02], [0.11, 0.10, 0.01], [0.10, -0.01, 0.03], [-0.05, 0.02, 0.01], [0.00, 0.00, 0.00], [0.00, 0.00, 0.00], [0.00, 0.00, 0.00], [0.01, 0.00, 0.01], [0.00, 0.00, 0.01], [-0.01, 0.01, -0.01], [0.03, 0.01, 0.01], [-0.02, 0.02, 0.03], [0.00, 0.00, 0.00], [0.01, 0.02, -0.01], [0.00, 0.00, 0.01]], "lowdin_charge": [1.181, 0.824, -0.604, -0.150, -0.621, 0.790, -0.175, -0.004, -0.016, -0.095, -0.052, -0.136, -0.393, -0.301, 0.101, 0.089, 0.116, 0.120, -0.359, 0.368, -0.228, -0.446, -0.471, -0.045, -0.260, -0.007, -0.313, -0.085, -0.477, 1.203, -0.324, -0.090, -0.017, 0.075, 0.081, 0.084, 0.117, 0.083, 0.080, 0.043, 0.017, 0.092, 0.081, 0.123], "de_lowest_kcal_mol": 10.0, "energy_ev": -191317.843, "gap_ev": [6.45, 6.45], "fmax_ev_per_a": 1.32}

=====

{"formula": "C3H3N3O", "method": "the ωB97M-V functional and the def2-TZVPD basis", "elements": ["O", "C", "N", "C", "N", "C", "N", "H", "H", "H"], "coordinates": [[2.708838, 0.015785, 0.564022], [1.730623, -0.281436, -0.043975], [0.381043, 0.079154, 0.333597], [-0.382918, 1.062067, -0.218250], [-1.633887, 0.681861, -0.289448], [-1.587891, -0.591182, 0.202834], [-0.400307, -1.008616, 0.564890], [1.707850, -0.884851, -0.963037], [0.017539, 2.016748, -0.537602], [-2.448673, -1.240714, 0.275467]], "forces_ev_per_a": [[-0.53, 0.08, -0.30], [0.59, 0.08, 0.21], [-0.02, 0.06, -0.16], [0.01, 0.00, 0.00], [0.15, 0.00, 0.18], [-0.14, -0.14, 0.06], [-0.27, 0.02, -0.22], [0.23, -0.08, 0.09], [-0.03, -0.18, 0.09], [0.01, 0.18, 0.06]], "lowdin_charge": [0.129, -0.225, -0.101, -0.148, 0.084, -0.211, 0.090, 0.143, 0.132, 0.107], "smiles": "O=Cn1cncn1", "de_lowest_kcal_mol": 28.6, "energy_ev": -9676.213, "gap_ev": 11.08, "fmax_ev_per_a": 0.63}

=====

{"formula": "C22H35N5O4S2", "method": "the ωB97M-V functional and the def2-TZVPD basis", "elements": ["C", "C", "C", "C", "C", "C", "C", "N", "N", "C", "S", "N", "C", "C", "C", "S", "O", "O", "N", "C", "C", "O", "C", "C", "C", "C", "C", "N", "C", "C", "O", "C", "C", "H", "H", "H", "H", "H", "H", "H", "H", "H", "H", "H", "H", "H", "H", "H", "H", "H", "H", "H", "H", "H", "H", "H", "H", "H", "H", "H", "H", "H", "H", "H", "H", "H", "H", "H"], "coordinates": [[-1.345512, 4.710570, -1.658863], [-0.747340, 3.338758, -1.771997], [-0.080487, 2.943739, -3.053630], [1.336583, 3.531177, -3.120587], [2.127630, 3.148512, -4.379932], [2.389929, 1.646527, -4.468918], [1.447401, 3.645811, -5.653858], [-0.732882, 2.467515, -0.844591], [-1.276630, 2.681486, 0.370679], [-1.159121, 1.729988, 1.348036], [-1.874285, 2.009665, 2.806311], [-0.437535, 0.663736, 0.941485], [-0.076128, -0.525007, 1.550293], [-0.454498, -0.878179, 2.838002], [-0.176283, -2.147432, 3.307081], [-0.736903, -2.610839, 4.946239], [-0.071895, -3.830081, 5.305855], [-0.629694, -1.472636, 5.806305], [-2.352026, -2.976097, 4.830268], [-2.728528, -4.202780, 4.171542], [-3.155058, -3.937169, 2.724145], [-4.177842, -2.967285, 2.671322], [-3.751897, -1.739201, 3.227659], [-3.314713, -1.908792, 4.687253], [0.476163, -3.075252, 2.523491], [0.923086, -2.707440, 1.264205], [0.690669, -1.428537, 0.768346], [1.115072, -0.990787, -0.491483], [1.369247, -1.946135, -1.553113], [2.840460, -2.376600, -1.636977], [3.686260, -1.252033, -1.732539], [3.505625, -0.402395, -0.623144], [2.063276, 0.115802, -0.549118], [-1.177132, 5.278872, -2.568048], [-0.905958, 5.252478, -0.820281], [-2.420947, 4.641439, -1.487521], [-0.028127, 1.856558, -3.096765], [-0.671259, 3.307750, -3.894398], [1.270542, 4.620536, -3.070110], [1.891365, 3.195022, -2.241154], [3.097897, 3.653051, -4.298337], [1.463172, 1.095858, -4.611540], [2.881862, 1.280958, -3.570390], [3.037648, 1.433222, -5.315912], [0.527474, 3.098286, -5.843893], [2.104235, 3.502511, -6.508488], [1.214147, 4.705709, -5.578658], [-1.784688, 3.527361, 0.611189], [-0.209578, 0.722488, -0.051683], [-0.966060, -0.176956, 3.475231], [-3.569027, -4.643533, 4.719958], [-1.872528, -4.874416, 4.222204], [-2.288049, -3.598071, 2.134288], [-3.571064, -4.838941, 2.271325], [-4.606764, -1.064772, 3.161997], [-2.924911, -1.333339, 2.627457], [-2.855416, -0.999249, 5.071798], [-4.189175, -2.157431, 5.299817], [0.662533, -4.059364, 2.921501], [1.467388, -3.425982, 0.672014], [0.719769, -2.812153, -1.428189], [1.109805, -1.445924, -2.494370], [3.014831, -2.967703, -2.537443], [3.120606, -2.971140, -0.754467], [4.204344, 0.425553, -0.754603], [3.750095, -0.939141, 0.307092], [1.963208, 0.750431, 0.330405], [1.847623, 0.701423, -1.449794]], "forces_ev_per_a": [[0.02, -0.17, 0.22], [-0.17, -0.04, 0.08], [0.31, 0.04, 0.07], [-0.01, -0.10, -0.23], [-0.07, 0.02, 0.00], [0.07, 0.30, 0.05], [0.21, -0.01, 0.21], [0.30, -0.38, -0.46], [-0.22, 0.65, -0.09], [0.10, -0.23, 0.05], [-0.20, 0.15, 0.41], [-0.05, 0.59, -0.68], [-0.03, -0.49, 0.51], [0.11, 0.13, 0.05], [0.01, -0.27, 0.47], [-0.24, -0.21, 0.11], [-0.03, -0.06, -0.33], [-0.14, 0.26, -0.26], [1.02, 0.20, 0.26], [-0.08, -0.41, -0.52], [0.15, -0.18, 0.13], [-0.23, -0.07, 0.05], [0.08, 0.17, 0.17], [-0.31, 0.48, -0.29], [0.01, -0.13, 0.13], [-0.08, 0.13, -0.01], [-0.16, 0.02, 0.27], [-0.16, 0.03, -0.12], [0.25, -0.12, -0.18], [-0.30, -0.10, 0.00], [0.04, 0.02, -0.15], [-0.23, 0.29, 0.17], [0.61, -0.06, -0.03], [0.00, 0.06, -0.03], [-0.01, 0.09, 0.04], [-0.08, 0.05, 0.01], [-0.09, -0.02, -0.03], [-0.06, -0.05, -0.08], [0.04, 0.09, 0.07], [0.00, 0.03, 0.08], [-0.05, -0.03, 0.00], [-0.10, -0.13, -0.01], [0.05, -0.13, 0.10], [0.06, -0.09, -0.09], [-0.14, -0.05, -0.06], [0.02, -0.01, -0.13], [-0.07, 0.14, -0.05], [0.09, -0.22, 0.02], [0.01, -0.11, 0.17], [-0.05, 0.10, -0.07], [0.09, 0.00, -0.02], [-0.16, -0.18, -0.06], [-0.11, -0.07, 0.03], [0.12, 0.00, 0.02], [0.12, 0.05, 0.02], [-0.16, 0.00, 0.07], [-0.21, 0.11, 0.01], [0.08, 0.05, -0.01], [0.08, -0.15, -0.01], [0.08, -0.02, -0.06], [-0.02, 0.01, -0.05], [0.01, -0.13, 0.00], [-0.06, -0.04, 0.08], [-0.01, 0.01, -0.08], [-0.03, -0.01, 0.09], [0.01, 0.05, -0.05], [-0.06, 0.05, -0.05], [0.03, 0.08, 0.08]], "lowdin_charge": [-0.020, -0.329, -0.151, -0.175, -0.432, -0.074, -0.080, 0.077, -0.030, -0.819, 0.674, 0.078, -0.152, -0.037, -0.268, 0.670, -0.287, -0.270, -0.234, -0.159, -0.183, -0.126, -0.178, -0.152, -0.063, 0.003, -0.158, -0.104, -0.131, -0.187, -0.132, -0.179, -0.134, 0.079, 0.089, 0.090, 0.107, 0.115, 0.114, 0.112, 0.133, 0.074, 0.065, 0.080, 0.074, 0.077, 0.078, 0.118, 0.107, 0.033, 0.134, 0.116, 0.118, 0.128, 0.130, 0.105, 0.117, 0.134, 0.114, 0.104, 0.128, 0.127, 0.128, 0.117, 0.128, 0.132, 0.131, 0.105], "smiles": "C/C(CCC(C)C)=N\\NC(=S)Nc1cc(S(=O)(=O)N2CCOCC2)ccc1N1CCOCC1", "de_lowest_kcal_mol": 55.3, "energy_ev": -60691.890, "gap_ev": 8.55, "fmax_ev_per_a": 1.07}

=====

{"formula": "C4H12N2O", "method": "the ωB97M-V functional and the def2-TZVPD basis", "elements": ["C", "N", "C", "C", "C", "N", "H", "H", "H", "H", "H", "H", "H", "H", "H", "H", "O", "H", "H"], "coordinates": [[-1.805987, -1.853551, 0.592710], [-1.183177, -1.542072, 1.641863], [-1.003554, -0.097648, 1.792708], [-0.150795, 0.512957, 0.641960], [1.151735, -0.289298, 0.353284], [1.765168, 0.304160, -0.835149], [-2.059484, -2.851798, 0.265940], [-2.165842, -1.063184, -0.073159], [-1.976088, 0.360654, 1.949057], [-0.325944, 0.103989, 2.623154], [0.261385, 1.453935, 1.022005], [-0.646360, 0.670709, -0.317273], [0.905238, -1.324214, 0.127897], [1.706181, -0.183229, 1.294573], [2.678160, -0.141790, -0.899000], [2.074878, 1.261930, -0.675748], [0.745200, 2.154568, -3.208056], [-0.140631, 2.434872, -3.012083], [0.901341, 1.349425, -2.692880]], "forces_ev_per_a": [[-0.38, 0.69, -0.24], [-0.11, -0.48, -0.13], [1.53, 0.11, -0.61], [0.46, -0.33, 0.07], [-1.68, 0.96, 0.36], [1.31, -0.18, 0.19], [0.25, -0.42, 0.42], [-0.11, -0.03, -0.23], [0.06, 0.35, -0.02], [-0.62, -0.30, 0.62], [-0.58, 0.32, -0.27], [-0.28, 0.06, 0.17], [0.28, -0.06, 0.15], [0.48, -0.49, -0.29], [-0.08, -0.28, -0.57], [-0.56, 0.17, 0.26], [0.68, -0.20, -0.16], [-0.56, 0.09, 0.17], [-0.08, 0.04, 0.10]], "lowdin_charge": [-0.072, -0.027, -0.239, -0.207, -0.289, -0.019, 0.067, 0.078, 0.110, 0.098, 0.105, 0.092, 0.100, 0.113, 0.075, 0.077, -0.070, 0.015, -0.006], "smiles": "C=NCCCN.O", "de_lowest_kcal_mol": 48.4, "energy_ev": -9369.095, "gap_ev": 10.70, "fmax_ev_per_a": 1.96}